Entry 1:
ORCA calculation (wB97M-V/def2-TZVPD) on a cluster of 2 separate species, C6H6OS2 in total.

Orbital gap (spin up / spin down) (Ha): 0.28021 / 0.24468
DFT total energy (hartree): -1103.6423
ΔE to the lowest compared entry with this formula, charge and spin (eV): 5.6591
LUMO (spin up / spin down) (eV): -0.36 / -0.80
Highest occupied orbital energy (spin up / spin down) (Eh): -0.2936 / -0.2742

CARTESIAN COORDINATES (ANGSTROEM)
C (-1.781, -1.307, -0.934)
C (-1.119, -2.055, -1.934)
C (-0.907, -0.623, -0.030)
C (0.387, -0.775, -0.394)
C (2.091, 0.737, 1.097)
C (1.431, 2.089, 1.051)
O (-1.448, 0.266, 0.876)
S (3.128, -0.227, 1.676)
S (0.590, -1.829, -1.644)
H (-2.773, -1.357, -0.651)
H (-1.337, -2.730, -2.761)
H (1.902, 2.841, 1.787)
H (0.371, 1.870, 1.259)
H (1.753, 2.464, 0.008)
H (-2.286, 0.637, 0.593)

=====

Entry 2:
ORCA calculation (wB97M-V/def2-TZVPD) on a structure of composition C6H6S2.

Orbital gap (spin up / spin down) (Ha): 0.25619 / 0.25821
DFT total energy (hartree): -1028.4052
ΔE to the lowest compared entry with this formula, charge and spin (eV): 4.0949
LUMO (spin up / spin down) (eV): -0.65 / -0.60
Highest occupied orbital energy (spin up / spin down) (Eh): -0.2802 / -0.2802

CARTESIAN COORDINATES (ANGSTROEM)
C (-1.316, -0.561, 0.342)
C (-0.454, -0.420, -0.684)
C (2.522, 1.587, 1.164)
C (0.149, 0.799, -0.073)
C (-0.810, 0.653, 1.131)
C (-0.080, -1.299, -1.808)
S (2.267, 1.705, 2.676)
S (1.618, 1.658, -0.278)
H (-2.064, -1.222, 0.685)
H (-1.586, 1.370, 1.147)
H (-0.326, 0.291, 1.934)
H (0.886, -1.629, -1.906)
H (-0.149, -0.724, -2.679)
H (-0.657, -2.207, -1.652)

=====

Entry 3:
ORCA calculation (wB97M-V/def2-TZVPD) on an isolated molecule of C6H6S3.

Multiplicity: 3
Orbital gap (spin up / spin down) (Ha): 0.25025 / 0.22694
DFT total energy (hartree): -1426.5883
LUMO (spin up / spin down) (eV): -0.52 / -2.57
Highest occupied orbital energy (spin up / spin down) (Eh): -0.2693 / -0.3212

CARTESIAN COORDINATES (ANGSTROEM)
C (0.421, -1.482, 1.093)
C (-0.351, -0.467, 0.792)
C (1.877, -1.505, 0.816)
C (-0.390, 1.471, -0.863)
C (-1.772, 1.076, -0.594)
C (-0.792, 0.820, 0.455)
S (2.805, -1.204, 2.094)
S (1.090, -1.805, -2.089)
S (2.548, -1.636, -0.735)
H (-0.121, -2.257, 1.670)
H (0.097, 0.735, -1.490)
H (-0.067, 2.447, -0.822)
H (-2.503, 1.787, -0.448)
H (-2.124, 0.317, -1.127)
H (-0.716, 1.703, 1.249)

=====

Entry 4:
ORCA calculation (wB97M-V/def2-TZVPD) on an isolated molecule of C6H7B.

Orbital gap (spin up / spin down) (Ha): 0.25394 / 0.26984
DFT total energy (hartree): -257.4265
ΔE to the lowest compared entry with this formula, charge and spin (eV): 3.4902
LUMO (spin up / spin down) (eV): -0.12 / -0.12
Highest occupied orbital energy (spin up / spin down) (Eh): -0.2585 / -0.2744

CARTESIAN COORDINATES (ANGSTROEM)
B (1.626, 0.516, -0.973)
C (1.828, 0.467, 0.388)
C (1.271, 0.276, 1.528)
C (0.381, 0.168, -1.871)
C (-0.071, 0.004, 1.797)
C (-0.924, 0.011, 0.331)
C (-0.400, -0.632, -0.905)
H (-0.175, 1.039, -2.153)
H (0.541, -0.294, -2.724)
H (-0.055, -1.022, 2.215)
H (-0.640, 0.584, 2.606)
H (-1.881, -0.450, 0.562)
H (-1.288, 1.068, 0.258)
H (-0.214, -1.735, -1.059)

=====

Entry 5:
ORCA calculation (wB97M-V/def2-TZVPD) on a structure of composition C6H7Br6Cl3O3.

Orbital gap (Ha): 0.37552
DFT total energy (hartree): -17283.1956
ΔE to the lowest compared entry with this formula, charge and spin (eV): 0.0000
LUMO (eV): -0.09
Highest occupied orbital energy (Eh): -0.3788

CARTESIAN COORDINATES (ANGSTROEM)
C (-0.547, 1.619, 1.774)
Br (0.925, 1.751, 0.573)
Br (-1.902, 2.928, 1.353)
Br (-0.008, 1.817, 3.622)
H (-0.976, 0.630, 1.699)
C (2.422, -0.845, -1.601)
Br (1.363, -2.433, -1.349)
Br (1.506, 0.398, -2.740)
Br (4.170, -1.260, -2.259)
H (2.521, -0.390, -0.627)
C (2.585, -0.538, 3.674)
Cl (4.304, -0.829, 3.929)
Cl (1.623, -1.213, 4.981)
Cl (2.074, -1.189, 2.115)
H (2.418, 0.531, 3.658)
C (-2.148, 0.895, -1.893)
C (-2.594, -0.261, -2.802)
O (-2.595, -1.388, -1.943)
C (-1.950, -1.096, -0.794)
O (-1.728, -1.868, 0.073)
O (-1.599, 0.213, -0.762)
H (-2.955, 1.546, -1.562)
H (-1.352, 1.512, -2.310)
H (-1.944, -0.433, -3.658)
H (-3.612, -0.099, -3.152)

=====

Entry 6:
ORCA calculation (wB97M-V/def2-TZVPD) on an isolated molecule of C6H7BrClN3O.

Orbital gap (spin up / spin down) (Ha): 0.26567 / 0.28042
DFT total energy (hartree): -3506.3001
ΔE to the lowest compared entry with this formula, charge and spin (eV): 2.4350
LUMO (spin up / spin down) (eV): -1.08 / -0.83
Highest occupied orbital energy (spin up / spin down) (Eh): -0.3053 / -0.3108

CARTESIAN COORDINATES (ANGSTROEM)
C (0.103, -0.711, -0.087)
C (-0.761, -1.489, 0.703)
C (-2.289, 0.903, 0.072)
C (1.304, 0.328, 1.670)
C (2.092, 0.269, -0.647)
C (-2.744, -0.435, 0.212)
N (-2.071, 2.022, -0.010)
N (-0.280, -0.736, -1.427)
N (1.441, -0.426, 0.387)
O (-2.105, -1.525, 0.426)
Cl (1.488, 1.880, -1.146)
Br (-4.746, -0.451, -0.163)
H (2.113, -0.085, 2.437)
H (1.647, 1.393, 1.611)
H (0.329, 0.303, 2.029)
H (3.203, 0.605, -0.528)
H (2.032, -0.369, -1.638)
H (-0.945, -1.342, -1.797)
H (0.187, -0.135, -2.105)

=====

Entry 7:
ORCA calculation (wB97M-V/def2-TZVPD) on a structure of composition C6H7BrFN.

Orbital gap (Ha): 0.32627
DFT total energy (hartree): -2961.3846
ΔE to the lowest compared entry with this formula, charge and spin (eV): 0.3742
LUMO (eV): -0.42
Highest occupied orbital energy (Eh): -0.3416

CARTESIAN COORDINATES (ANGSTROEM)
C (1.279, -0.449, 1.956)
C (1.558, 0.600, 1.175)
C (0.128, -1.275, 1.639)
C (0.618, 0.941, 0.043)
C (0.029, -0.357, -0.455)
C (-1.431, -0.179, -1.764)
N (-0.441, -1.256, 0.503)
F (-0.383, 1.777, 0.519)
Br (1.412, -1.245, -1.545)
H (1.905, -0.723, 2.791)
H (2.403, 1.248, 1.348)
H (-0.252, -1.976, 2.369)
H (1.115, 1.491, -0.761)
H (-1.704, -1.201, -1.947)
H (-0.973, 0.334, -2.595)
H (-2.173, 0.400, -1.236)

=====

Entry 8:
ORCA calculation (wB97M-V/def2-TZVPD) on a cluster of 2 separate species, C6H7BrI2O3 in total.

Orbital gap (Ha): 0.33789
DFT total energy (hartree): -3627.8381
ΔE to the lowest compared entry with this formula, charge and spin (eV): 1.2892
LUMO (eV): 0.25
Highest occupied orbital energy (Eh): -0.3285

CARTESIAN COORDINATES (ANGSTROEM)
C (-2.952, 0.455, -0.902)
C (-2.664, -0.112, 0.231)
C (0.661, -0.961, 0.065)
C (2.346, 1.621, 0.417)
C (2.599, 0.261, -0.139)
C (-1.466, -1.793, -0.001)
O (0.651, -1.054, 1.257)
O (1.511, -0.421, -0.748)
O (-0.357, -1.461, -0.719)
Br (-2.472, -3.001, -0.979)
I (-4.058, 2.218, -1.139)
I (-3.094, 0.351, 2.152)
H (-2.503, 0.131, -1.891)
H (1.437, 1.836, 0.981)
H (2.957, 1.945, 1.213)
H (2.296, 2.325, -0.339)
H (2.883, -0.347, 0.612)
H (3.376, 0.159, -1.014)
H (-1.156, -2.150, 0.943)